Record 1
C3H2N4O in the gas phase at a distorted geometry. Source: the Open Molecules 2025 dataset; level of theory: ωB97M-V/def2-TZVPD.

Values from the calculation:
2S+1: 1
HOMO-LUMO gap (eV): 8.48
Strongest force on any atom (eV/Å): 2.31
SMILES: O=c1ncncnn1
Net charge: 0
Energy above the lowest of the compared OMol25 structures with the same formula, charge and spin (kJ/mol): 87.63

CARTESIAN COORDINATES (ANGSTROEM)
O1 -2.280 -0.092 0.842
C1 -1.478 -0.094 -0.034
N1 -0.746 -1.174 -0.575
C2 0.497 -1.243 -0.292
N2 1.305 -0.396 0.481
C3 0.954 0.866 0.449
N3 0.057 1.554 -0.397
N4 -1.065 1.131 -0.748
H1 1.087 -2.099 -0.673
H2 1.669 1.547 0.948

Record 2
A molecular structure, C2H4N3S at a distorted geometry. Source: the Open Molecules 2025 dataset; level of theory: ωB97M-V/def2-TZVPD.

Values from the calculation:
2S+1: 1
HOMO-LUMO gap (eV): 9.66
Strongest force on any atom (eV/Å): 3.61
Net charge: +1
Energy above the lowest of the compared OMol25 structures with the same formula, charge and spin (kJ/mol): 257.38

CARTESIAN COORDINATES (ANGSTROEM)
C1 -1.296 -0.929 0.140
C2 -2.081 0.227 -0.106
N1 -0.020 -0.724 0.184
N2 0.275 0.527 0.041
N3 1.976 1.366 0.021
S1 -1.040 1.568 -0.108
H1 -1.763 -1.883 -0.048
H2 -3.166 0.207 -0.021
H3 2.221 1.442 -0.993
H4 2.654 0.590 0.279

Record 3
A gas-phase ion, C9H16NS (charge +1) at a distorted geometry. Source: the Open Molecules 2025 dataset; level of theory: ωB97M-V/def2-TZVPD.

Values from the calculation:
2S+1: 1
HOMO-LUMO gap (eV): 9.77
Strongest force on any atom (eV/Å): 4.87
SMILES: C#C[N@H+]1CCCC[C@@H]1SCC
Net charge: +1
Energy above the lowest of the compared OMol25 structures with the same formula, charge and spin (kJ/mol): 257.26

CARTESIAN COORDINATES (ANGSTROEM)
C1 -1.605 -1.160 2.145
C2 -1.518 -0.327 1.315
N1 -1.162 0.556 0.358
C3 -1.052 1.926 0.890
C4 -0.262 2.958 0.109
C5 1.009 2.394 -0.371
C6 0.658 1.065 -1.132
C7 0.144 -0.041 -0.254
S1 -0.529 -1.509 -1.271
C8 0.825 -2.792 -1.257
C9 0.679 -3.491 0.085
H1 -1.957 -2.017 2.646
H2 -1.831 0.629 -0.357
H3 -0.630 1.993 1.967
H4 -2.100 2.310 0.929
H5 -0.097 3.760 0.953
H6 -0.834 3.556 -0.645
H7 1.365 3.245 -1.140
H8 1.754 2.100 0.293
H9 -0.190 1.289 -1.887
H10 1.541 0.630 -1.699
H11 0.939 -0.235 0.466
H12 0.601 -3.458 -2.157
H13 1.853 -2.304 -1.302
H14 1.593 -4.097 0.272
H15 0.848 -2.693 0.852
H16 -0.043 -4.287 0.191

Q: Which of these has the highest HOMO-LUMO gap?
A: C9H16NS